Computed, not measured: 16 unconnected molecules or ions with the total composition C48H132N4O32 at a distorted geometry, with ωB97M-V/def2-TZVPD.

- Molar mass: 1277.58 g/mol
- HOMO: -0.3205 hartree
- Relative energy (zero: lowest compared OMol25 entry of this formula, charge and spin): 152.2 kcal per mole
- E_tot: -123377.8235 eV

Each atom is followed by the atoms it is bonded to, with distances in Å.
Geometry (Å):
1 C 6.59 -27.41 15.57  O2 1.406, H10 1.090, H11 1.090, H12 1.090
2 O 6.30 -26.62 16.69  C1 1.406, C3 1.384
3 C 4.99 -26.23 16.94  O2 1.384, C4 1.586, H13 1.090, H14 1.090
4 C 4.92 -25.57 18.38  C3 1.586, N5 1.455, H15 1.090, H16 1.090
5 N 5.55 -26.33 19.45  C4 1.455, C6 1.515, H17 1.010
6 C 6.22 -25.50 20.52  N5 1.515, C7 1.485, H18 1.090, H19 1.090
7 C 6.55 -26.41 21.65  C6 1.485, O8 1.501, H20 1.090, H21 1.090
8 O 7.85 -26.09 22.33  C7 1.501, C9 1.495
9 C 7.93 -24.81 23.10  O8 1.495, H22 1.090, H23 1.090, H24 1.090
10 H 6.24 -26.96 14.64  C1 1.090
11 H 6.26 -28.44 15.67  C1 1.090
12 H 7.67 -27.28 15.58  C1 1.090
13 H 4.28 -27.04 17.04  C3 1.090
14 H 4.68 -25.55 16.15  C3 1.090
15 H 3.87 -25.33 18.55  C4 1.090
16 H 5.35 -24.56 18.34  C4 1.090
17 H 6.14 -26.95 18.92  N5 1.010
18 H 5.46 -24.76 20.78  C6 1.090
19 H 7.08 -24.99 20.09  C6 1.090
20 H 6.55 -27.43 21.29  C7 1.090
21 H 5.81 -26.34 22.44  C7 1.090
22 H 8.62 -24.10 22.65  C9 1.090
23 H 8.46 -24.86 24.05  C9 1.090
24 H 7.04 -24.21 23.30  C9 1.090
25 C 15.33 -39.50 10.36  O26 1.401, H34 1.090, H35 1.090, H36 1.090
26 O 15.66 -38.14 10.36  C25 1.401, C27 1.437
27 C 15.41 -37.46 9.12  O26 1.437, C28 1.515, H37 1.090, H38 1.090
28 C 15.00 -36.03 9.39  C27 1.515, N29 1.508, H39 1.090, H40 1.090
29 N 13.65 -35.93 10.06  C28 1.508, C30 1.478, H41 1.010
30 C 12.53 -36.40 9.22  N29 1.478, C31 1.512, H42 1.090, H43 1.090
31 C 11.23 -36.09 9.93  C30 1.512, O32 1.384, H44 1.090, H45 1.090
32 O 11.00 -36.94 10.99  C31 1.384, C33 1.408
33 C 9.80 -36.73 11.70  O32 1.408, H46 1.090, H47 1.090, H48 1.090
34 H 16.10 -40.15 9.93  C25 1.090
35 H 14.39 -39.72 9.85  C25 1.090
36 H 15.18 -39.98 11.32  C25 1.090
37 H 14.56 -37.92 8.61  C27 1.090
38 H 16.40 -37.33 8.68  C27 1.090
39 H 15.00 -35.39 8.51  C28 1.090
40 H 15.85 -35.68 9.98  C28 1.090
41 H 13.63 -36.42 10.94  N29 1.010
42 H 12.56 -37.48 9.16  C30 1.090
43 H 12.73 -36.03 8.22  C30 1.090
44 H 10.41 -36.08 9.21  C31 1.090
45 H 11.29 -35.02 10.12  C31 1.090
46 H 8.93 -36.35 11.16  C33 1.090
47 H 9.86 -35.94 12.45  C33 1.090
48 H 9.41 -37.63 12.18  C33 1.090
49 C 7.50 -24.52 11.90  O50 1.403, H58 1.090, H59 1.090, H60 1.090
50 O 7.06 -24.63 10.58  C49 1.403, C51 1.398
51 C 7.73 -25.60 9.83  O50 1.398, C52 1.494, H61 1.090, H62 1.090
52 C 7.07 -25.51 8.49  C51 1.494, N53 1.515, H63 1.090, H64 1.090
53 N 7.57 -26.57 7.53  C52 1.515, C54 1.438, H65 1.010
54 C 6.67 -26.71 6.42  N53 1.438, C55 1.553, H66 1.090, H67 1.090
55 C 7.31 -27.59 5.32  C54 1.553, O56 1.529, H68 1.090, H69 1.090
56 O 8.51 -26.81 4.79  C55 1.529, C57 1.434
57 C 9.17 -27.58 3.77  O56 1.434, H70 1.090, H71 1.090, H72 1.090
58 H 6.57 -24.17 12.37  C49 1.090
59 H 8.36 -23.86 11.99  C49 1.090
60 H 7.84 -25.41 12.43  C49 1.090
61 H 7.61 -26.58 10.30  C51 1.090
62 H 8.80 -25.42 9.94  C51 1.090
63 H 7.38 -24.57 8.05  C52 1.090
64 H 5.98 -25.52 8.52  C52 1.090
65 H 7.63 -27.39 8.12  N53 1.010
66 H 6.47 -25.79 5.88  C54 1.090
67 H 5.74 -27.07 6.87  C54 1.090
68 H 6.59 -27.80 4.52  C55 1.090
69 H 7.65 -28.55 5.72  C55 1.090
70 H 9.57 -28.54 4.07  C57 1.090
71 H 9.95 -27.00 3.28  C57 1.090
72 H 8.43 -27.78 2.99  C57 1.090
73 C 3.34 -27.35 12.80  O74 1.340, H82 1.090, H83 1.090, H84 1.090
74 O 2.15 -27.76 12.33  C73 1.340, C75 1.407
75 C 1.21 -26.72 12.28  O74 1.407, C76 1.561, H85 1.090, H86 1.090
76 C -0.16 -27.42 12.05  C75 1.561, N77 1.476, H87 1.090, H88 1.090
77 N -0.48 -28.21 10.84  C76 1.476, C78 1.510, H89 1.010
78 C -0.38 -27.56 9.47  N77 1.510, C79 1.573, H90 1.090, H91 1.090
79 C -0.63 -28.46 8.21  C78 1.573, O80 1.382, H92 1.090, H93 1.090
80 O -0.04 -29.69 8.45  C79 1.382, C81 1.457
81 C -0.36 -30.77 7.53  O80 1.457, H94 1.090, H95 1.090, H96 1.090
82 H 3.24 -27.17 13.87  C73 1.090
83 H 3.80 -26.47 12.35  C73 1.090
84 H 4.08 -28.15 12.85  C73 1.090
85 H 1.48 -26.06 11.45  C75 1.090
86 H 1.10 -26.13 13.19  C75 1.090
87 H -0.93 -26.67 12.23  C76 1.090
88 H -0.31 -27.84 13.04  C76 1.090
89 H 0.26 -28.89 10.81  N77 1.010
90 H 0.61 -27.11 9.56  C78 1.090
91 H -0.84 -26.57 9.41  C78 1.090
92 H -0.31 -27.85 7.37  C79 1.090
93 H -1.71 -28.47 8.06  C79 1.090
94 H -0.55 -30.51 6.49  C81 1.090
95 H -1.36 -31.16 7.70  C81 1.090
96 H 0.42 -31.52 7.64  C81 1.090
97 C 12.91 -30.87 16.73  C98 1.525, O100 1.458, H101 1.090, H102 1.090
98 C 12.82 -30.58 18.23  C97 1.525, O99 1.491, H103 1.090, H104 1.090
99 O 13.53 -29.34 18.65  C98 1.491, H105 0.960
100 O 11.92 -30.13 15.96  C97 1.458, H106 0.960
101 H 12.82 -31.93 16.49  C97 1.090
102 H 13.92 -30.63 16.42  C97 1.090
103 H 13.25 -31.32 18.90  C98 1.090
104 H 11.81 -30.58 18.64  C98 1.090
105 H 13.19 -28.61 18.13  O99 0.960
106 H 11.97 -29.22 16.24  O100 0.960
107 C 5.49 -33.93 11.70  C108 1.493, O110 1.456, H111 1.090, H112 1.090
108 C 6.34 -35.16 11.63  C107 1.493, O109 1.395, H113 1.090, H114 1.090
109 O 7.02 -35.49 12.80  C108 1.395, H115 0.960
110 O 6.42 -32.83 11.89  C107 1.456, H116 0.960
111 H 4.71 -34.02 12.46  C107 1.090
112 H 4.99 -33.76 10.74  C107 1.090
113 H 7.09 -35.10 10.84  C108 1.090
114 H 5.73 -36.01 11.33  C108 1.090
115 H 6.45 -36.04 13.34  O109 0.960
116 H 6.67 -32.87 12.81  O110 0.960
117 C 3.52 -34.00 6.78  C118 1.539, O120 1.430, H121 1.090, H122 1.090
118 C 4.85 -33.28 7.03  C117 1.539, O119 1.459, H123 1.090, H124 1.090
119 O 5.55 -33.13 5.76  C118 1.459, H125 0.960
120 O 3.64 -35.37 7.16  C117 1.430, H126 0.960
121 H 3.23 -33.93 5.73  C117 1.090
122 H 2.66 -33.67 7.38  C117 1.090
123 H 5.46 -33.68 7.85  C118 1.090
124 H 4.76 -32.23 7.30  C118 1.090
125 H 6.11 -32.35 5.65  O119 0.960
126 H 2.88 -35.52 7.74  O120 0.960
127 C 12.20 -33.50 12.48  C128 1.545, O130 1.353, H131 1.090, H132 1.090
128 C 12.44 -32.60 13.71  C127 1.545, O129 1.474, H133 1.090, H134 1.090
129 O 12.46 -31.24 13.14  C128 1.474, H135 0.960
130 O 11.99 -34.80 12.78  C127 1.353, H136 0.960
131 H 13.09 -33.43 11.86  C127 1.090
132 H 11.31 -33.24 11.91  C127 1.090
133 H 13.24 -32.70 14.45  C128 1.090
134 H 11.64 -32.66 14.45  C128 1.090
135 H 12.44 -30.70 13.93  O129 0.960
136 H 11.85 -35.25 11.94  O130 0.960
137 C 11.11 -27.08 15.93  C138 1.514, O140 1.376, H141 1.090, H142 1.090
138 C 11.01 -26.92 14.42  C137 1.514, O139 1.416, H143 1.090, H144 1.090
139 O 11.42 -25.63 14.02  C138 1.416, H145 0.960
140 O 12.38 -27.12 16.47  C137 1.376, H146 0.960
141 H 10.48 -27.87 16.34  C137 1.090
142 H 10.79 -26.18 16.45  C137 1.090
143 H 10.01 -27.15 14.05  C138 1.090
144 H 11.63 -27.66 13.91  C138 1.090
145 H 11.24 -25.62 13.07  O139 0.960
146 H 12.78 -26.27 16.27  O140 0.960
147 C 3.91 -30.44 10.26  C148 1.535, O150 1.475, H151 1.090, H152 1.090
148 C 5.36 -30.02 10.03  C147 1.535, O149 1.430, H153 1.090, H154 1.090
149 O 5.58 -29.54 8.70  C148 1.430, H155 0.960
150 O 3.59 -31.59 9.39  C147 1.475, H156 0.960
151 H 3.16 -29.65 10.31  C147 1.090
152 H 3.82 -30.82 11.28  C147 1.090
153 H 6.01 -30.87 10.22  C148 1.090
154 H 5.64 -29.18 10.67  C148 1.090
155 H 5.33 -30.22 8.08  O149 0.960
156 H 2.73 -31.93 9.64  O150 0.960
157 C 13.59 -26.95 10.93  C158 1.520, O160 1.399, H161 1.090, H162 1.090
158 C 12.69 -25.74 11.09  C157 1.520, O159 1.451, H163 1.090, H164 1.090
159 O 11.28 -26.08 11.15  C158 1.451, H165 0.960
160 O 14.95 -26.65 11.10  C157 1.399, H166 0.960
161 H 13.50 -27.45 9.97  C157 1.090
162 H 13.31 -27.73 11.64  C157 1.090
163 H 12.82 -25.06 10.25  C158 1.090
164 H 12.95 -25.23 12.02  C158 1.090
165 H 10.83 -26.12 10.30  O159 0.960
166 H 15.42 -27.49 11.09  O160 0.960
167 C 8.51 -31.77 7.21  C168 1.671, O170 1.424, H171 1.090, H172 1.090
168 C 10.08 -32.37 7.22  C167 1.671, O169 1.368, H173 1.090, H174 1.090
169 O 10.15 -33.73 7.09  C168 1.368, H175 0.960
170 O 8.17 -32.01 5.85  C167 1.424, H176 0.960
171 H 8.47 -30.70 7.39  C167 1.090
172 H 8.04 -32.27 8.06  C167 1.090
173 H 10.50 -32.19 8.21  C168 1.090
174 H 10.74 -31.95 6.46  C168 1.090
175 H 10.93 -33.92 7.63  O169 0.960
176 H 8.37 -32.92 5.64  O170 0.960
177 C 8.73 -30.70 11.26  C178 1.548, O180 1.372, H181 1.090, H182 1.090
178 C 10.00 -29.93 10.83  C177 1.548, O179 1.424, H183 1.090, H184 1.090
179 O 9.83 -28.63 11.37  C178 1.424, H185 0.960
180 O 8.77 -32.06 11.03  C177 1.372, H186 0.960
181 H 7.90 -30.24 10.73  C177 1.090
182 H 8.64 -30.70 12.35  C177 1.090
183 H 10.19 -29.80 9.76  C178 1.090
184 H 10.90 -30.30 11.34  C178 1.090
185 H 10.67 -28.17 11.32  O179 0.960
186 H 7.94 -32.37 11.38  O180 0.960
187 C 8.59 -31.78 15.77  C188 1.475, O190 1.418, H191 1.090, H192 1.090
188 C 7.17 -31.44 15.61  C187 1.475, O189 1.420, H193 1.090, H194 1.090
189 O 6.65 -32.35 14.65  C188 1.420, H195 0.960
190 O 9.22 -30.89 16.68  C187 1.418, H196 0.960
191 H 9.02 -31.68 14.77  C187 1.090
192 H 8.82 -32.81 16.06  C187 1.090
193 H 7.15 -30.45 15.14  C188 1.090
194 H 6.60 -31.43 16.54  C188 1.090
195 H 6.36 -33.07 15.21  O189 0.960
196 H 10.16 -30.88 16.53  O190 0.960
197 C 10.96 -25.07 6.39  C198 1.597, O200 1.453, H201 1.090, H202 1.090
198 C 10.98 -26.57 6.96  C197 1.597, O199 1.439, H203 1.090, H204 1.090
199 O 10.25 -26.20 8.15  C198 1.439, H205 0.960
200 O 9.60 -24.63 6.20  C197 1.453, H206 0.960
201 H 11.44 -25.29 5.44  C197 1.090
202 H 11.60 -24.45 7.02  C197 1.090
203 H 12.01 -26.87 7.14  C198 1.090
204 H 10.70 -27.42 6.34  C198 1.090
205 H 9.38 -26.19 7.74  O199 0.960
206 H 9.16 -25.27 5.63  O200 0.960
207 C 13.65 -30.87 8.06  C208 1.606, O210 1.400, H211 1.090, H212 1.090
208 C 13.73 -32.21 8.95  C207 1.606, O209 1.402, H213 1.090, H214 1.090
209 O 12.73 -33.14 8.66  C208 1.402, H215 0.960
210 O 12.62 -30.09 8.59  C207 1.400, H216 0.960
211 H 13.30 -31.17 7.07  C207 1.090
212 H 14.58 -30.33 7.91  C207 1.090
213 H 13.56 -31.75 9.92  C208 1.090
214 H 14.72 -32.60 9.19  C208 1.090
215 H 12.92 -33.96 9.13  O209 0.960
216 H 12.13 -30.63 9.22  O210 0.960